A cluster of 10 separate species, C26H72O10 in total at a distorted geometry, computed with ωB97M-V/def2-TZVPD.

Molar mass in u: 544.85
Calculated total energy in hartree: -1786.10169
Energy above the lowest of the compared OMol25 structures with the same formula, charge and spin in kcal/mol: 30.39
HOMO level in eV: -9.07
SMILES: CC(C)O.CC(C)O.CC(C)O.CC(C)O.CC(C)O.CC(C)O.CCO.CCO.CCO.CCO

Last column: Mulliken charge in e.
CARTESIAN COORDINATES (ANGSTROEM)
1 C 1.39917 5.23013 -1.87889  -1.563
2 C 0.51910 3.97124 -2.12781  0.642
3 C 1.34329 2.67938 -2.07941  -1.058
4 O -0.50393 3.92604 -1.14096  -0.516
5 H 0.67477 6.06495 -1.81158  0.364
6 H 2.12614 5.41958 -2.69668  0.395
7 H 1.94885 5.11107 -0.98221  0.381
8 H 0.06127 4.13555 -3.12890  0.161
9 H 2.17718 2.83361 -2.75157  0.575
10 H 0.82491 1.79429 -2.47951  0.213
11 H 1.66471 2.49683 -1.06023  0.115
12 H -0.94480 3.02414 -1.11097  0.315
13 C -4.28829 -1.84068 -3.82355  -1.219
14 C -4.28096 -0.38523 -3.28643  0.559
15 C -4.54951 -0.27368 -1.77305  -1.128
16 O -2.96391 0.25074 -3.36528  -0.463
17 H -5.17928 -2.24453 -3.39396  0.387
18 H -3.41408 -2.30652 -3.30671  0.140
19 H -4.22949 -1.88672 -4.86088  0.425
20 H -5.03727 0.23458 -3.81714  0.306
21 H -5.58990 -0.47386 -1.53444  0.509
22 H -4.32694 0.72340 -1.40825  0.435
23 H -3.99154 -1.08797 -1.18212  -0.063
24 H -2.66885 0.44414 -4.30635  0.227
25 C -1.08016 3.32345 2.55435  -0.663
26 C -1.62786 4.66017 2.97000  0.703
27 C -2.63590 5.16959 2.01289  -1.404
28 O -2.16343 4.66204 4.29570  -0.588
29 H -0.28601 2.97160 3.24533  -0.002
30 H -0.76801 3.46644 1.51475  0.064
31 H -1.87437 2.60749 2.65940  0.377
32 H -0.79475 5.37860 2.97306  0.250
33 H -2.23017 5.17336 1.04076  0.347
34 H -3.00598 6.17388 2.29658  0.348
35 H -3.57975 4.60709 1.95798  0.288
36 H -2.50814 3.77269 4.48650  0.340
37 C 0.70967 -3.72160 -1.41412  -0.837
38 C -0.75602 -3.59838 -0.91855  1.807
39 C -1.66434 -4.83164 -1.32080  -1.709
40 O -0.71944 -3.39002 0.47326  -0.353
41 H 1.29687 -2.79016 -1.34505  -0.413
42 H 0.76170 -4.09962 -2.41996  0.453
43 H 1.27820 -4.45087 -0.70722  0.269
44 H -1.19782 -2.74939 -1.44286  -0.623
45 H -2.67558 -4.56399 -1.08382  0.417
46 H -1.33770 -5.67652 -0.68018  0.352
47 H -1.64680 -5.13192 -2.37969  0.355
48 H -1.60997 -3.18834 0.77996  0.287
49 C 0.94161 -0.97659 -4.69724  -0.832
50 C 2.29688 -1.62481 -4.99665  0.337
51 C 3.45925 -0.72871 -4.53407  -1.114
52 O 2.26631 -2.88786 -4.26110  -0.447
53 H 0.91449 -0.82758 -3.60789  -0.262
54 H 0.20235 -1.64220 -5.02742  0.383
55 H 0.81448 -0.04897 -5.21261  0.489
56 H 2.33677 -1.79686 -6.07700  0.285
57 H 3.44984 -0.51997 -3.48685  0.063
58 H 3.59429 0.19742 -5.06712  0.418
59 H 4.37309 -1.31567 -4.70136  0.394
60 H 3.09158 -3.36685 -4.33749  0.277
61 C 1.78822 1.89198 5.04456  -1.483
62 C 2.49589 1.47258 3.74935  1.807
63 C 3.44410 2.62254 3.31385  -1.410
64 O 3.29779 0.36192 3.93902  -0.673
65 H 2.63806 2.02304 5.75023  0.417
66 H 0.99689 1.17752 5.28566  0.280
67 H 1.34872 2.85266 4.85099  0.327
68 H 1.71521 1.25250 2.95977  -0.636
69 H 2.88158 3.53068 3.11840  0.356
70 H 4.02867 2.26129 2.47715  0.310
71 H 4.14082 2.92485 4.13064  0.317
72 H 3.04012 -0.44035 3.41464  0.335
73 C 1.24355 -2.46287 4.10358  -1.111
74 C 1.98068 -2.92680 2.82789  0.084
75 O 2.49770 -1.68651 2.25244  -0.334
76 H 1.87099 -1.82723 4.67197  0.400
77 H 0.77376 -3.30957 4.72185  0.335
78 H 0.45350 -1.80513 3.73860  0.084
79 H 1.20341 -3.26548 2.11348  -0.159
80 H 2.71380 -3.64338 2.92556  0.544
81 H 3.21712 -2.00109 1.64883  0.331
82 C -4.27591 -2.46493 3.52148  -1.458
83 C -3.41393 -1.62126 2.57653  0.252
84 O -3.23448 -2.42555 1.34583  -0.505
85 H -3.93645 -3.51714 3.46483  0.384
86 H -5.34277 -2.53084 3.27079  0.332
87 H -4.22650 -2.13182 4.50953  0.403
88 H -2.46859 -1.57612 3.08962  0.007
89 H -3.80748 -0.69343 2.25986  0.318
90 H -3.57788 -3.30492 1.52014  0.178
91 C -0.28936 0.35734 0.52828  -0.461
92 C -1.01414 0.19308 -0.76700  2.108
93 O -1.85019 1.31038 -0.89386  -0.845
94 H -1.01237 0.64479 1.30653  0.122
95 H 0.47250 1.15626 0.45588  -0.154
96 H 0.23611 -0.54523 0.83583  0.167
97 H -1.55064 -0.78028 -0.71042  -0.327
98 H -0.31208 0.01013 -1.62480  -0.951
99 H -2.35456 1.07211 -1.66472  0.136
100 C 3.10697 -0.46142 -0.74152  1.078
101 C 4.50015 -0.96600 -0.56735  -0.471
102 O 4.46645 -1.99525 0.37783  -0.581
103 H 2.76567 -0.21128 0.27192  -0.026
104 H 2.47043 -1.23210 -1.16300  -0.830
105 H 3.03531 0.44703 -1.41022  -0.061
106 H 5.15659 -0.16635 -0.21269  0.359
107 H 4.88366 -1.42812 -1.51126  0.228
108 H 5.40710 -2.21798 0.65895  0.281